[1]
41
Properties=species:S:1:pos:R:3:forces:R:3:nbo_charge:R:1 method="wB97M-V/def2-TZVPD" gap_ev="5.97 / 6.77" multiplicity=2 charge=+3 e_above_lowest_kcal_mol=0.0 e_lumo_ev="-13.818 / -13.028" s2=0.814
V 0.46972 -0.68159 1.17743 -0.550 -2.070 -1.038 1.01
P 1.86341 1.07875 1.12617 2.582 3.910 -2.715 1.00
C 1.74076 1.48562 -0.72879 1.160 -2.638 0.314 -0.71
C 1.24343 0.31529 -1.56188 -0.352 0.876 0.131 0.28
N 0.50117 -0.60603 -0.88268 0.326 0.512 1.497 -0.54
C -0.22235 -1.52636 -1.54236 -0.692 -0.242 -0.299 0.24
C -0.16817 -1.60180 -2.91998 -0.372 -0.244 -0.098 -0.21
C 0.61523 -0.71461 -3.65444 0.796 0.906 0.094 -0.03
C 1.30282 0.28866 -2.95321 0.844 0.370 0.347 -0.20
C -1.13995 -2.39083 -0.69735 0.528 -0.128 0.066 -0.75
P -1.82825 -1.56531 0.80351 -0.597 -1.449 -1.030 1.06
H 1.94797 1.07647 -3.41607 -0.850 -0.921 0.082 0.28
H -0.78001 -2.32997 -3.43553 0.032 -0.099 0.025 0.28
H 0.70892 -0.73379 -4.75256 -0.305 -0.211 0.639 0.29
H -2.02509 -2.65509 -1.27866 0.167 -0.405 -0.061 0.31
H -0.59292 -3.28160 -0.35344 -0.319 -0.060 -0.242 0.29
H 1.03279 2.22422 -0.71706 -2.292 1.688 -0.426 0.29
H 2.59630 1.98177 -1.18262 0.604 -0.348 0.443 0.30
H -0.95075 2.55870 -0.29039 -0.734 -1.320 0.769 0.45
O -0.86162 2.88847 -1.17241 1.140 2.391 0.727 -0.91
H -0.52565 3.78015 -0.84272 -0.700 -0.804 -1.660 0.48
H -1.43252 0.12792 1.25274 -1.009 4.087 0.215 0.37
O -1.33215 1.24544 1.17132 0.835 -2.075 0.211 -1.00
H -2.01740 1.86283 1.54734 0.540 -1.400 0.130 0.56
C -3.39111 -0.84516 0.25202 0.312 0.826 0.309 -0.92
H -3.90016 -1.55936 -0.40720 0.083 0.121 0.183 0.30
H -3.99382 -0.62298 1.14374 -0.011 -0.042 -0.313 0.30
H -3.14989 0.09693 -0.26863 -0.391 -0.393 -0.030 0.29
C -2.14901 -2.75629 2.09917 0.492 -0.009 0.299 -0.95
H -2.51390 -2.21583 2.98988 0.020 -0.334 -0.283 0.30
H -2.90989 -3.44643 1.71800 0.036 -0.040 0.216 0.31
H -1.21190 -3.28693 2.34088 -0.537 0.017 0.019 0.28
C 3.62934 0.72524 1.29017 -0.593 -0.929 0.858 -0.89
H 4.26991 1.52475 0.88741 -0.440 -0.187 0.106 0.31
H 3.69704 0.64271 2.38016 0.877 -0.185 -0.105 0.27
H 3.79750 -0.24853 0.80868 0.398 0.340 0.223 0.27
C 1.56198 2.68007 1.95110 -0.616 -0.775 0.541 -0.91
H 1.89206 2.47790 2.97612 -0.133 0.468 0.074 0.28
H 2.12989 3.52847 1.53342 -0.077 -0.574 -0.099 0.31
H 0.47767 2.86979 1.94643 0.494 0.148 0.097 0.27
Cl 1.61859 -2.39167 1.66230 -0.698 1.222 -0.217 0.03

[2]
42
Properties=species:S:1:pos:R:3:forces:R:3:nbo_charge:R:1 method="wB97M-V/def2-TZVPD" gap_ev=9.94 smiles="COCCCN(CCCCN(C)C(C)=O)S(=O)(=O)F" e_lumo_ev=0.548
C -2.11063 -0.98402 -3.35862 -0.082 0.002 0.180 -0.24
O -0.96998 -1.47797 -2.69004 0.256 0.045 -0.246 -0.55
C -0.42989 -0.63541 -1.69156 -0.154 -0.066 0.260 -0.06
C 1.04845 -0.95537 -1.54151 0.013 -0.168 -0.316 -0.44
C 1.38806 -2.25997 -0.81216 0.292 0.323 -0.218 -0.24
N 1.72311 -2.05638 0.62479 -0.685 -0.751 0.066 -0.67
C 0.55735 -1.58873 1.43137 0.119 0.284 0.183 -0.23
C 0.57012 -0.07677 1.63276 0.272 -0.317 0.011 -0.42
C -0.68867 0.40797 2.35796 -0.035 0.129 0.056 -0.42
C -1.49945 1.53549 1.66720 -0.225 0.232 0.048 -0.22
N -0.87064 2.12534 0.48101 0.075 -0.424 0.102 -0.54
C -1.85127 2.62666 -0.48071 0.236 -0.123 -0.203 -0.40
C 0.07429 3.15602 0.81573 -0.172 0.058 -0.090 0.73
C 1.39865 3.09298 0.11607 -0.059 -0.074 -0.515 -0.73
O -0.18186 4.00978 1.61776 0.059 0.195 0.432 -0.54
S 2.37098 -3.41302 1.28337 0.247 0.498 -0.040 2.54
O 2.62920 -3.19434 2.66211 0.020 -0.101 -0.182 -0.90
O 3.33020 -3.97673 0.40308 -0.100 0.052 0.148 -0.90
F 1.12539 -4.38599 1.24016 -0.019 -0.173 0.019 -0.50
H -3.02951 -1.39357 -2.92787 -0.012 0.011 0.005 0.17
H -2.16438 0.10762 -3.30549 0.037 0.019 -0.034 0.16
H -2.04536 -1.27617 -4.40588 -0.031 -0.059 0.015 0.19
H -0.97184 -0.79618 -0.75125 -0.026 0.131 0.045 0.16
H -0.55903 0.41965 -1.95789 0.039 -0.023 -0.090 0.17
H 1.58004 -0.11109 -1.10728 0.065 -0.035 0.119 0.22
H 1.42737 -1.06314 -2.56137 -0.003 0.077 0.022 0.23
H 2.26759 -2.69216 -1.28288 -0.002 -0.018 0.105 0.24
H 0.56954 -2.97736 -0.93060 -0.054 0.030 0.108 0.20
H 0.58456 -2.06862 2.40858 0.020 -0.005 -0.023 0.23
H -0.36820 -1.91009 0.94851 0.010 -0.047 -0.094 0.19
H 0.68075 0.40562 0.66809 -0.132 0.120 -0.003 0.22
H 1.46804 0.15892 2.20910 -0.028 0.064 -0.026 0.22
H -1.36770 -0.43524 2.51460 0.030 -0.003 -0.019 0.21
H -0.41708 0.74390 3.35959 0.012 -0.005 -0.030 0.22
H -2.47395 1.15947 1.35310 0.075 -0.102 -0.078 0.20
H -1.70520 2.32318 2.39857 -0.074 -0.012 -0.021 0.21
H -1.33706 3.19117 -1.26217 -0.032 0.056 0.033 0.20
H -2.60618 3.26993 -0.01696 0.011 0.060 -0.011 0.19
H -2.33664 1.77954 -0.96915 -0.102 0.031 0.092 0.20
H 2.14254 2.71093 0.81642 0.016 0.074 0.030 0.25
H 1.36082 2.41697 -0.73722 0.004 0.000 0.007 0.22
H 1.68749 4.08717 -0.21933 0.118 0.015 0.154 0.24

[3]
39
Properties=species:S:1:pos:R:3:forces:R:3:nbo_charge:R:1 method="wB97M-V/def2-TZVPD" gap_ev=10.34 charge=+1 e_above_lowest_kcal_mol=0.0 e_lumo_ev=-3.214
C -2.58242 0.45034 -1.52452 -0.082 -0.349 -0.138 -0.61
C -2.29479 -0.41924 -2.74869 -0.277 0.262 0.052 -0.44
C -1.25182 0.18813 -3.66175 0.190 -0.238 0.084 0.23
F -1.51046 -0.19874 -4.96829 -0.025 -0.165 -0.194 -0.36
C 0.23390 -0.14717 -3.38809 -0.263 0.801 0.427 -0.28
C 1.00655 1.11784 -2.92408 -0.183 -0.487 -0.232 -0.41
C 2.19229 0.55176 -2.17102 -0.684 0.431 -0.230 -0.22
N 1.50350 -0.50145 -1.35325 0.027 -0.060 -0.342 -0.50
C 0.57938 -1.20051 -2.32306 0.418 -0.510 -0.572 -0.23
H -1.69113 0.66417 -0.93396 0.091 0.095 0.078 0.18
H -3.29099 -0.05773 -0.87542 -0.010 0.013 0.113 0.23
H -3.04213 1.38467 -1.83677 0.108 0.169 0.063 0.23
H -2.05473 -1.43791 -2.45659 0.061 -0.147 -0.066 0.20
H -3.20691 -0.48971 -3.33904 -0.044 -0.011 -0.052 0.25
H -1.35464 1.27339 -3.64223 -0.084 0.123 -0.065 0.17
H 0.64315 -0.44696 -4.34792 0.018 -0.209 -0.037 0.26
H 0.38327 1.70270 -2.24880 -0.023 0.196 0.020 0.22
H 1.27339 1.71769 -3.78641 0.140 0.220 0.077 0.26
H 2.69149 1.26198 -1.52385 0.271 -0.065 0.037 0.24
H 2.85205 0.04806 -2.86904 0.364 -0.061 0.189 0.23
H 0.93229 -0.05760 -0.63396 0.218 -0.023 0.350 0.44
H 2.18226 -1.13268 -0.93683 -0.164 -0.124 0.324 0.45
H 1.16179 -1.99424 -2.78516 0.080 -0.074 0.106 0.23
H -0.22830 -1.68220 -1.78998 -0.189 0.236 0.176 0.24
C -1.31195 -0.29769 5.61877 0.082 0.159 -0.078 -0.64
C -1.01139 -1.18989 4.43671 -0.172 -0.201 0.228 -0.07
O -0.49677 -0.43860 3.31279 -0.020 0.032 -0.086 -0.50
C 0.77671 -0.08826 3.40196 -0.142 -0.062 -0.011 0.98
O 1.55295 -0.37505 4.26782 0.085 0.015 0.074 -0.62
O 1.07808 0.64895 2.31436 0.100 0.029 -0.236 -0.53
C 2.41873 1.14887 2.31689 0.180 0.034 -0.141 -0.26
H -1.99598 0.50052 5.32997 -0.049 -0.037 0.013 0.22
H -1.77590 -0.88234 6.41189 -0.014 -0.024 -0.002 0.23
H -0.40344 0.15357 6.01399 0.026 -0.048 0.013 0.23
H -1.92077 -1.65112 4.05906 0.010 0.033 -0.085 0.19
H -0.30498 -1.97819 4.69260 0.072 0.060 -0.011 0.20
H 3.13655 0.34214 2.45166 -0.008 -0.013 0.081 0.20
H 2.56306 1.89510 3.09446 -0.045 -0.045 0.069 0.21
H 2.56812 1.61742 1.34577 -0.062 0.043 0.000 0.17

[4]
38
Properties=species:S:1:pos:R:3:forces:R:3:nbo_charge:R:1 method="wB97M-V/def2-TZVPD" gap_ev=9.24 charge=+1 e_above_lowest_kcal_mol=102.6 e_lumo_ev=-2.694
C 1.68935 -0.32096 0.65417 -4.492 -1.181 0.440 0.93
C -2.11132 1.29046 -1.32531 -0.156 0.952 0.990 -0.40
C -2.77879 1.77078 -0.00739 -0.181 -2.092 -0.980 -0.43
C -0.68633 0.88694 -1.00624 0.821 1.820 -0.804 -0.53
C -2.63113 0.63462 1.00602 -0.097 -1.882 0.150 -0.18
C -0.56789 -0.05112 0.09944 4.228 -2.286 1.267 0.36
C 4.08132 0.65229 -1.16036 1.790 -1.192 -5.182 -0.67
C -0.45700 0.58465 2.40082 -0.730 2.235 -0.191 -0.39
C -0.05355 -2.04212 -1.49079 -1.514 0.395 -1.772 -0.43
C -0.67675 -2.59180 0.72941 -0.490 -0.239 4.897 -0.46
C 3.50205 1.14665 0.06994 -0.216 0.937 -0.397 -0.09
N -1.25148 0.25220 1.21423 0.483 0.079 2.318 -0.59
N -0.82663 -1.58350 -0.24542 3.269 0.190 -3.709 -0.42
O 1.97794 -1.21775 1.37611 1.007 0.985 -0.697 -0.56
O 2.11100 0.69123 0.06008 0.425 1.522 -0.440 -0.50
H -2.61173 0.50205 -1.84067 -0.728 -0.892 -0.053 0.19
H -2.08051 2.08458 -2.04878 -0.002 0.537 -0.293 0.23
H -2.22754 2.67587 0.21765 -0.450 0.280 0.774 0.22
H -3.85676 1.83560 -0.08691 -0.163 0.971 -0.406 0.23
H -0.25931 0.54565 -1.91251 0.751 -0.529 -0.877 0.23
H -0.05403 1.82295 -0.75986 -1.004 -1.401 0.011 0.25
H -3.07792 0.83707 1.99210 0.001 -0.047 -0.497 0.23
H -3.08109 -0.41923 0.61155 -0.023 2.638 0.580 0.15
H 3.71618 -0.35285 -1.35165 -0.086 -0.425 0.270 0.22
H 3.77442 1.14625 -2.17337 0.243 -0.184 2.117 0.23
H 5.20080 0.48169 -1.33429 -1.345 0.801 1.149 0.27
H 0.13659 -0.20593 2.76888 0.787 -1.068 -0.076 0.21
H 0.18612 1.48790 2.16265 -0.494 -0.902 0.527 0.18
H -1.07989 0.82951 3.26797 -0.255 0.229 -0.419 0.22
H -0.65498 -1.50838 -2.36399 1.896 -1.114 1.483 0.23
H 1.01978 -1.69502 -1.39640 -1.337 -0.667 -0.314 0.24
H -0.22253 -3.19262 -1.65342 0.678 2.371 0.474 0.25
H -0.46454 -3.63679 0.34495 -0.796 1.470 0.365 0.25
H 0.21608 -2.24044 1.30366 -0.889 -0.963 -0.085 0.26
H -1.63107 -2.46201 1.44894 2.289 -0.950 -1.448 0.24
H 3.45948 2.22438 0.10197 -0.210 0.225 0.261 0.22
H 3.98523 0.76009 0.90582 0.719 -0.620 1.653 0.21
H -1.71357 -1.62288 -0.57898 -3.730 -0.001 -1.086 0.39

Number 1: electronic energy -74122.88838 eV. Number 2: electronic energy -36501.75840 eV. Number 3: electronic energy -22124.05211 eV. Number 4: electronic energy -18843.99984 eV.